(1)
ORCA calculation (ωB97M-V with the def2-TZVPD basis set) on the molecule C4H7FN2S.

Computed properties:
* maximum force: 1.5 eV/A
* frontier orbital gap: 8.6 eV
* E_tot: -764.1291 hartree
* molecular weight: 134.2 g mol⁻¹
* energy relative to the best compared isomer or geometry (same formula, charge and spin): 35.2 kcal/mol
* HOMO energy: -8.4 eV

```
15
Properties=species:S:1:pos:R:3:forces:R:3
C 1.217925 1.087192 -0.061080 -1.29 0.77 0.18
C 0.623810 -0.284214 0.053440 -0.60 -0.35 0.07
C 1.570831 -1.439600 0.278419 -0.92 -0.16 -0.80
C -2.843785 0.228903 -0.165858 -0.05 0.11 -0.06
H 2.271100 1.006850 -0.155122 0.97 0.02 0.03
H 0.969096 1.708307 0.841708 0.21 -0.45 -0.76
H 0.858149 1.614671 -0.971786 0.09 -0.25 0.55
H 1.909000 -1.460535 1.297184 0.32 0.00 0.58
H 1.051849 -2.375001 0.030137 0.17 0.23 0.15
H -1.138153 1.371629 -0.124578 -0.11 0.38 -0.03
H -3.382524 1.175752 -0.264474 0.18 -0.07 0.04
N -0.625405 -0.586343 0.027209 0.97 -0.08 0.00
N -1.504168 0.438063 -0.095514 -0.19 -0.19 0.02
F 2.673628 -1.307678 -0.553151 0.15 0.02 0.01
S -3.651358 -1.177996 -0.136535 0.08 0.04 0.02
```
Positions in Å, forces in eV/Å.


(2)
ORCA calculation (ωB97M-V with the def2-TZVPD basis set) on the ion C4H7FNO4S with charge -1.

Computed properties:
* maximum force: 4.1 eV/A
* frontier orbital gap: 7.5 eV
* E_tot: -1010.3411 hartree
* molecular weight: 184.2 g mol⁻¹
* net charge: -1
* energy relative to the best compared isomer or geometry (same formula, charge and spin): 42.6 kcal/mol
* HOMO energy: -4.0 eV

```
18
Properties=species:S:1:pos:R:3:forces:R:3
C -1.319553 -0.215270 0.562414 -2.44 1.15 0.45
C -2.159579 0.776653 -0.260924 2.38 -1.39 1.83
C 0.847793 -1.195671 0.981760 -1.49 0.76 0.75
C 4.235283 -0.555952 -0.158958 -1.81 -0.85 1.02
N -0.046432 -0.344277 0.281623 -2.87 -1.97 1.30
O 1.801500 -0.268763 1.431824 2.31 -0.68 -0.48
O -1.916956 -0.844471 1.428889 0.12 -0.66 0.37
O 3.211221 1.603313 1.037943 0.43 -0.75 0.01
O 1.982859 0.839126 -0.870099 -0.34 -1.15 0.17
F 3.485080 -1.560310 -0.922123 0.55 -0.34 -0.29
S 2.802757 0.434735 0.278886 1.39 3.21 0.63
H -2.168806 0.449450 -1.208385 -0.56 -1.79 -3.62
H -3.097657 0.943681 0.093503 -2.62 -0.14 1.28
H -1.753702 1.693838 -0.430280 1.79 2.86 0.21
H 1.162057 -1.822246 0.169456 1.03 -1.29 0.55
H 0.286729 -1.617822 1.886718 1.13 0.12 -1.48
H 4.758776 0.056066 -0.895464 -0.30 0.38 -0.10
H 0.432223 0.256187 -0.270223 1.30 2.50 -2.60
```
Positions in Å, forces in eV/Å.


(3)
ORCA calculation (ωB97M-V with the def2-TZVPD basis set) on a cluster of 2 separate species, C4H7FO in total.

Computed properties:
* maximum force: 3.8 eV/A
* frontier orbital gap: 10.5 eV
* E_tot: -331.6249 hartree
* molecular weight: 90.1 g mol⁻¹
* energy relative to the best compared isomer or geometry (same formula, charge and spin): 53.0 kcal/mol
* HOMO energy: -9.6 eV

```
13
Properties=species:S:1:pos:R:3:forces:R:3
C 1.973444 -1.687189 -1.781867 1.56 -2.76 -0.69
C 1.062014 -0.862552 -1.322524 -0.50 1.07 -0.77
C -1.865353 2.043971 1.751075 0.70 -0.37 -0.37
C -1.625135 0.829136 1.323266 0.72 -0.58 -1.32
O 0.269714 -0.990238 -0.228288 1.01 -3.63 0.30
F -2.228132 -0.201769 1.906938 -0.34 -1.03 0.34
H 2.507757 -1.576090 -2.807911 -1.11 0.02 2.22
H 2.158749 -2.690873 -1.198955 -0.17 1.99 -1.21
H 0.773770 0.014034 -1.858135 0.14 0.69 -0.35
H 0.409615 -1.990561 -0.032551 -0.75 2.42 0.33
H -2.490043 2.194350 2.619752 0.04 0.44 -0.17
H -1.268637 2.744769 1.199982 -0.26 0.94 0.31
H -0.958819 0.477495 0.472744 -1.05 0.80 1.37
```
Positions in Å, forces in eV/Å.